Record 1
10
Properties=species:S:1:pos:R:3:forces:R:3:nbo_charge:R:1 method="wB97M-V/def2-TZVPD" lumo_energy_ev=2.95 orbital_gap_ha=0.2802 charge=-1 relative_energy_kj_mol=73.19
C -1.34006 0.16918 0.17700 -0.1 0.4 -0.1 -0.425
C -0.17927 -0.72209 -0.03878 1.7 0.3 0.2 0.054
O 1.18839 1.55627 -0.41634 0.0 1.2 -0.3 -0.920
O 0.47333 -0.78028 -1.21627 -0.5 -0.1 -0.4 -0.659
S 1.56613 0.19344 -0.18352 -1.1 -1.2 0.5 1.477
Cl -2.87011 -0.46018 -0.53104 -0.1 -0.1 -0.1 -0.099
Cl 4.10514 0.86248 0.42651 0.1 0.0 0.1 -0.846
Cl -0.26695 -2.24254 0.84867 -0.1 -0.2 0.1 -0.067
H -1.53825 0.29640 1.24060 0.1 0.0 -0.1 0.228
H -1.13835 1.12731 -0.30683 0.0 -0.2 0.2 0.259


Record 2
9
Properties=species:S:1:pos:R:3:forces:R:3:nbo_charge:R:1 method="wB97M-V/def2-TZVPD" lumo_energy_ev=-0.12 orbital_gap_ha=0.3193 relative_energy_kj_mol=369.60
C 1.42612 -0.40446 0.81408 -1.3 2.4 -3.8 -1.094
Si 1.15243 0.37252 -0.73144 0.0 -0.7 0.1 0.980
I 0.31602 -1.15538 -2.54135 0.4 0.8 0.7 -0.208
H 1.69812 -1.37901 0.69448 0.2 -2.8 0.2 0.227
H 1.86349 0.17676 1.52533 1.0 1.4 2.3 0.219
H 1.35183 1.80898 -1.22317 -0.4 -0.9 0.5 -0.123
O -2.62211 0.45591 0.22258 -5.4 2.0 1.3 -0.943
H -1.88667 -0.05268 0.29757 3.3 -2.6 0.7 0.466
H -3.29922 0.17735 0.94193 2.1 0.6 -1.9 0.477


Record 3
12
Properties=species:S:1:pos:R:3:forces:R:3:nbo_charge:R:1 method="wB97M-V/def2-TZVPD" lumo_energy_ev=0.85 orbital_gap_ha=0.3329 relative_energy_kj_mol=287.37
H -2.44720 1.90016 -0.22916 0.1 0.0 0.0 0.337
N -1.50694 1.54089 -0.39427 -0.1 -0.3 0.3 -0.586
C -1.30676 0.51853 0.33344 -0.3 0.0 -0.2 0.113
C -0.04737 -0.23860 0.31637 0.0 -0.3 0.1 -0.043
N 0.09262 -1.26772 1.27486 0.1 -0.2 0.9 -0.800
C 0.82583 -0.04422 -0.62934 0.1 1.2 0.0 0.117
C 1.59361 0.15250 -1.65642 1.2 -1.8 0.6 -0.474
H -2.03481 0.11622 1.04813 -0.1 0.1 0.0 0.150
H -0.37249 -1.10118 2.14958 -0.6 0.4 0.1 0.363
H 1.02677 -1.50641 1.57316 0.4 0.1 -0.7 0.378
H 2.42324 0.85450 -1.70980 -0.4 0.1 0.0 0.221
H 1.74993 -0.84220 -2.10439 -0.3 0.7 -1.2 0.223


Record 4
133
Properties=species:S:1:pos:R:3:forces:R:3:lowdin_charge:R:1 method="wB97M-V/def2-TZVPD" multiplicity=3 lumo_energy_ev="3.77 / 3.77" orbital_gap_ha="0.1644 / 0.2058" charge=-2
V -0.00480 -0.35717 0.32460 0.1 -0.8 1.2 0.724
C -4.82500 -4.66707 5.30050 0.0 -0.2 0.0 -0.126
O -5.03380 -3.28407 5.33460 -0.2 0.5 -0.3 -0.114
C -5.58310 -2.73037 4.18150 0.1 0.0 0.1 -0.288
C -5.29560 -1.39257 3.91640 0.1 -0.3 0.2 -0.010
C -5.74960 -0.80357 2.76190 -0.2 0.0 -0.3 -0.022
C -6.53040 -1.51817 1.82760 0.4 -0.3 1.0 -0.362
C -6.88410 -2.83617 2.16120 0.1 0.5 -0.3 -0.057
C -6.39940 -3.43387 3.30490 0.2 -0.3 0.5 -0.052
N -7.05970 -0.95057 0.70860 -1.0 -0.3 -0.7 -0.017
N -6.46910 -0.05017 0.00520 -0.3 0.6 -0.3 0.006
C -5.13350 0.10873 -0.10440 0.3 0.0 0.1 -0.278
C -4.68420 1.39923 -0.46440 -0.1 0.0 0.0 -0.043
C -3.35120 1.72303 -0.57760 0.2 0.0 0.0 -0.039
C -2.35720 0.75813 -0.35500 -1.3 -0.4 0.1 -0.366
O -1.06350 0.97193 -0.45660 -0.1 -0.1 -0.6 -0.353
C -2.76870 -0.54537 -0.01300 -0.5 0.8 -0.3 -0.142
N -1.74640 -1.41707 0.21400 -0.2 -0.2 -0.1 0.019
C -2.03810 -2.69917 0.37500 0.0 -0.7 0.0 -0.118
C -3.32820 -3.18517 0.25520 0.0 -0.1 0.0 -0.056
C -4.38960 -2.29937 0.09570 0.1 0.2 -0.1 -0.009
C -4.13980 -0.92817 0.03900 0.1 -0.1 0.0 -0.081
H -4.18040 -4.90367 6.14790 0.0 0.0 0.0 0.084
H -4.32990 -4.96947 4.36940 -0.1 0.0 0.1 0.097
H -5.76870 -5.21987 5.40570 0.1 0.0 0.0 0.080
H -4.67420 -0.84307 4.60960 0.0 0.0 0.1 0.114
H -5.51260 0.23163 2.55560 0.1 0.0 0.0 0.114
H -7.51710 -3.39777 1.48590 0.0 0.1 -0.1 0.101
H -6.65180 -4.46677 3.50100 0.0 -0.1 0.0 0.094
H -5.43750 2.16643 -0.59760 0.0 -0.1 0.0 0.097
H -3.05160 2.73913 -0.80030 0.0 0.0 0.0 0.100
H -1.20880 -3.36987 0.57630 0.0 0.1 0.0 0.112
H -3.51540 -4.24797 0.30770 0.1 -0.1 0.1 0.094
H -5.39350 -2.67797 -0.01560 0.0 0.0 0.1 0.100
Te 3.06050 3.13423 0.78820 0.2 0.6 -0.9 1.225
C 4.32590 4.26923 -0.55630 0.0 0.0 0.3 -0.491
C 5.70220 4.07643 -0.67060 -0.3 -0.1 0.3 -0.140
C 6.41730 4.82003 -1.59390 0.2 0.0 0.0 -0.188
N 5.88230 5.73783 -2.38720 0.3 0.1 -0.2 0.028
C 4.57340 5.92783 -2.27400 -0.2 0.1 -0.1 -0.168
C 3.76540 5.22853 -1.39770 -0.1 -0.1 0.2 -0.121
C 1.86890 2.57803 -0.93260 0.2 -0.3 1.5 -0.844
P 1.67320 0.79673 -0.81260 1.7 0.7 -1.4 0.860
C 3.41630 0.27963 -0.56340 0.0 -0.3 0.2 -0.395
C 4.49900 0.78893 -1.27140 -0.2 0.0 -0.1 -0.124
C 5.78800 0.38593 -0.97450 0.1 0.0 -0.1 -0.100
C 6.02000 -0.52057 0.04580 0.1 0.0 0.1 -0.104
C 4.95430 -0.98897 0.79740 0.1 -0.1 0.1 -0.091
C 3.66580 -0.58207 0.49970 -0.1 0.0 -0.1 -0.118
C 1.27240 0.39173 -2.56050 0.0 -0.1 -0.3 -0.320
C 0.12690 -0.33067 -2.88040 0.1 -0.1 0.0 -0.103
C -0.14700 -0.68347 -4.18800 -0.2 -0.1 -0.1 -0.089
C 0.73490 -0.34687 -5.20160 0.0 0.0 -0.1 -0.102
C 1.86890 0.38363 -4.89860 0.1 -0.1 -0.1 -0.092
C 2.11950 0.76593 -3.59420 0.0 -0.1 0.1 -0.088
P 0.16520 3.23223 -0.87290 0.0 1.4 -0.4 0.963
C 0.37270 5.04593 -0.62430 -0.2 0.1 0.0 -0.392
C 0.20230 6.03523 -1.59290 0.1 -0.2 0.0 -0.107
C 0.17210 7.37473 -1.24690 0.0 0.3 0.0 -0.111
C 0.29180 7.76543 0.07600 0.0 0.1 0.0 -0.120
C 0.42650 6.79363 1.05640 0.0 0.1 0.1 -0.103
C 0.44910 5.45743 0.71120 0.0 -0.1 0.0 -0.169
C -0.04650 3.21423 -2.70810 -0.2 0.2 0.0 -0.362
C -1.24950 2.79763 -3.25900 0.0 0.0 0.1 -0.081
C -1.43220 2.76923 -4.63010 -0.1 0.0 -0.3 -0.091
C -0.40880 3.15573 -5.47580 -0.1 0.0 -0.1 -0.111
C 0.79960 3.56833 -4.93840 0.1 0.2 -0.1 -0.103
C 0.97970 3.59903 -3.56820 -0.1 0.1 -0.1 -0.129
H 6.20630 3.33903 -0.06020 0.0 -0.1 0.0 0.083
H 7.48610 4.67363 -1.71900 0.0 -0.1 0.1 0.090
H 4.15820 6.68993 -2.92550 -0.1 0.0 0.0 0.097
H 2.70560 5.43003 -1.35830 -0.1 0.0 0.0 0.068
H 4.34460 1.54853 -2.02160 0.0 0.1 -0.1 0.088
H 6.62060 0.79913 -1.52820 0.0 0.0 -0.1 0.096
H 7.02950 -0.83747 0.27750 0.0 0.0 0.0 0.090
H 5.14160 -1.66437 1.62480 -0.1 0.0 0.0 0.095
H 2.82010 -0.90647 1.09630 0.1 -0.1 0.0 0.075
H -0.56860 -0.63837 -2.10570 0.0 0.0 -0.2 0.088
H -1.05350 -1.23167 -4.41780 0.0 0.0 0.0 0.105
H 0.53050 -0.63667 -6.22460 0.0 0.0 0.0 0.092
H 2.55710 0.66363 -5.68590 0.0 0.1 0.0 0.098
H 2.98130 1.37463 -3.37900 0.1 0.1 0.0 0.088
H 0.09440 5.75553 -2.63150 0.0 0.0 0.0 0.091
H 0.04670 8.12383 -2.02000 0.0 0.0 0.0 0.091
H 0.25290 8.81553 0.34030 0.0 0.0 0.0 0.087
H 0.49390 7.08343 2.09740 0.0 0.0 0.1 0.095
H 0.50100 4.70573 1.49010 0.0 0.1 0.0 0.054
H -2.04610 2.46593 -2.61180 -0.1 0.0 0.1 0.075
H -2.37760 2.43603 -5.03750 -0.1 -0.1 0.0 0.097
H -0.55100 3.12193 -6.54910 0.0 0.0 0.0 0.091
H 1.61000 3.85763 -5.59620 0.1 0.0 0.0 0.098
H 1.92910 3.90693 -3.15140 0.1 0.0 0.1 0.091
C -1.53740 2.34583 2.44500 0.1 -0.1 -0.1 -0.034
C -0.86570 1.54043 3.50950 0.3 -0.3 -0.3 -0.196
C -1.07000 1.82343 4.84780 0.1 0.0 0.2 -0.073
C -0.48570 1.06063 5.84620 0.0 0.0 0.1 -0.113
C 0.32720 -0.00897 5.50420 -0.1 0.1 0.1 -0.080
C 0.55960 -0.32367 4.17970 0.0 0.1 -0.5 -0.210
C 1.41830 -1.49227 3.79990 -0.1 0.1 -0.1 -0.048
C -0.03410 0.44773 3.14460 -0.5 0.7 2.5 -0.258
N 0.15160 0.11343 1.86900 0.5 0.0 -0.4 -0.047
H -1.74510 3.35883 2.78710 0.0 0.1 0.0 0.079
H -2.48310 1.87513 2.16670 0.0 0.0 -0.1 0.085
H -0.91860 2.37663 1.54630 -0.2 0.1 0.0 0.031
H -1.70730 2.65803 5.11490 0.0 0.0 0.0 0.101
H -0.66620 1.29403 6.88680 0.0 0.0 0.1 0.085
H 0.78460 -0.61147 6.28250 0.0 0.0 0.0 0.097
H 1.65310 -2.10397 4.67280 0.0 0.0 0.0 0.073
H 2.34780 -1.13907 3.34460 0.0 -0.1 0.0 0.078
H 0.89010 -2.09307 3.05500 0.2 -0.1 0.0 0.067
C 1.29330 -8.42707 -0.59050 0.0 0.1 0.0 -0.066
C 1.33210 -6.92597 -0.59870 0.0 0.0 -0.1 -0.286
C 0.67730 -6.19497 -1.57800 0.1 0.0 0.1 -0.016
C 0.73230 -4.80647 -1.59380 0.1 0.2 0.0 -0.200
C 0.00700 -4.01487 -2.64110 0.0 0.0 -0.1 -0.024
C 1.45460 -4.13917 -0.60400 -0.1 0.1 0.0 -0.039
C 2.12370 -4.86307 0.38330 0.0 0.0 -0.1 -0.200
C 2.93950 -4.16887 1.42790 0.0 0.0 0.0 -0.020
C 2.05720 -6.24657 0.36890 0.0 0.0 -0.1 -0.022
C 1.41140 -2.61507 -0.55070 1.1 -1.2 -1.4 -0.595
O 1.90600 -1.94687 -1.46340 -0.2 -0.7 0.4 0.029
O 0.82740 -2.16807 0.46880 -0.5 0.3 0.7 -0.124
H 0.54910 -8.78877 -1.29710 0.0 -0.1 0.0 0.066
H 1.04910 -8.79247 0.40690 0.0 -0.1 0.0 0.073
H 2.26770 -8.83417 -0.87060 0.0 -0.1 0.0 0.075
H 0.10690 -6.71177 -2.34180 0.0 0.0 0.0 0.108
H -0.33330 -4.64987 -3.45890 -0.1 0.0 0.0 0.077
H 0.66360 -3.24117 -3.03740 -0.1 0.0 -0.1 0.073
H -0.85740 -3.51797 -2.19350 -0.1 0.1 -0.1 0.083
H 2.34590 -3.39917 1.91350 0.1 0.1 0.1 0.058
H 3.79780 -3.68767 0.95920 0.1 0.1 0.1 0.082
H 3.29020 -4.87917 2.17550 0.1 0.0 0.0 0.076
H 2.59280 -6.80277 1.12850 0.0 -0.1 0.1 0.110


Record 5
22
Properties=species:S:1:pos:R:3:forces:R:3:nbo_charge:R:1 method="wB97M-V/def2-TZVPD" lumo_energy_ev=-2.90 orbital_gap_ha=0.3700 charge=+1 relative_energy_kj_mol=0.00
C 3.13570 -1.62240 0.08389 2.1 -1.3 -0.2 -0.681
C 2.02525 -0.70724 -0.10290 -2.8 1.0 0.9 0.159
C 1.75306 0.66796 -0.12640 3.7 -1.6 0.5 -0.064
N 0.41608 0.79509 -0.21786 -1.3 1.2 0.2 -0.274
C -0.17686 -0.38657 -0.32656 0.8 0.9 0.5 0.410
N 0.74820 -1.29528 -0.16942 1.1 -1.6 0.2 -0.472
C -1.57715 -0.37173 -0.56549 -2.9 1.9 1.2 -0.492
P -2.69443 -1.46040 0.61393 0.7 -0.3 -1.4 0.333
C -1.89947 1.27305 -0.46369 0.6 -1.1 1.1 -0.391
C -0.52771 1.95926 -0.16922 -0.5 -2.6 0.1 -0.205
H 4.03730 -0.99726 0.11427 0.1 -0.6 0.0 0.256
H 3.16166 -2.33911 0.97928 -0.5 1.5 -0.9 0.259
H 3.20791 -2.31737 -0.79836 0.1 0.8 0.6 0.251
H 2.58177 1.42835 -0.02707 -1.7 -0.6 -0.2 0.272
H 0.58112 -2.25456 0.15606 0.0 0.5 -0.8 0.451
H -1.90599 -0.71830 -1.55326 0.5 -0.1 0.2 0.276
H -3.67578 -0.72773 -0.01946 -1.2 -0.2 0.0 -0.006
H -2.81159 -0.72386 1.77884 0.4 0.7 0.5 -0.015
H -2.57043 1.52660 0.39466 0.3 -0.6 -0.9 0.234
H -2.32246 1.66834 -1.37260 -0.2 -0.2 -0.3 0.240
H -0.17426 2.52175 -0.96009 0.2 2.0 -1.3 0.223
H -0.58346 2.43826 0.79844 0.7 0.1 0.1 0.234